[1]
96
Properties=species:S:1:pos:R:3:mulliken_charge:R:1 method="wB97M-V/def2-TZVPD" orbital_gap_ev=8.835 total_charge=0 fmax_ev_per_a=1.5 e_lumo_ha=-0.0291
I 2.0474 5.0070 1.8780 -0.142
S 3.4318 1.6293 -1.3091 0.839
P 2.8294 3.3168 0.0924 -0.193
P 1.1229 2.0234 0.8367 0.895
F 7.3796 2.2219 -1.4946 -0.300
F 7.6227 -0.1502 -0.0489 -0.261
F 5.8225 -0.8767 -1.0071 -0.200
F 5.1742 0.8867 -3.0953 -0.248
F 5.2775 3.0206 -2.5913 -0.285
F 7.5286 -0.2543 -2.2062 -0.249
F 5.9830 1.8355 0.1526 -0.287
O -7.8858 0.6377 -2.6149 -0.361
O 12.0115 -2.7853 0.4144 -0.349
O 2.5935 -5.8243 -0.0944 -0.514
O 2.6374 5.8400 -1.1049 -0.174
O -1.7425 -2.4528 0.3594 -0.241
O -5.5159 2.9086 6.2002 -0.528
O -2.0478 0.4867 -1.1481 -0.128
O 1.5037 1.3949 2.1184 -0.679
O -1.7871 2.4502 -0.1163 -0.682
O -5.2443 2.6931 3.9798 -0.240
O -9.7998 -0.2618 1.1254 -0.537
O 4.1485 7.3587 -1.0764 -0.296
O -2.6764 2.3451 -2.1775 -0.346
O 13.7743 -2.4265 1.7725 -0.501
O -2.5663 -2.7989 -1.7053 -0.578
O 2.8458 -6.7381 -2.1407 -0.359
O -9.8917 0.6136 3.1953 -0.329
O 1.2045 -5.2837 -1.7771 -0.218
O -7.9180 0.1373 2.3042 -0.247
O -3.5082 3.2688 5.2420 -0.345
O 3.3853 0.3861 -0.5748 -0.597
O -1.4507 -4.4228 -0.6211 -0.316
O -6.1775 0.4570 -4.0725 -0.542
O 12.0720 -0.9518 1.6754 -0.348
O -5.8994 -0.0365 -1.8994 -0.295
O 2.5310 1.7375 -2.4432 -0.557
N 3.9331 6.3191 -1.5244 0.216
C -8.0949 0.2035 -1.2529 -0.291
C 1.2282 -5.4922 -3.1930 -0.344
C 10.9720 -0.7752 0.7798 -0.168
C -2.1415 1.8125 -1.0747 0.540
C -4.8151 2.9562 5.2406 0.580
C -2.9671 2.9906 3.9407 -0.298
C 2.5376 4.4677 -1.3839 -0.238
C 2.0143 -6.7852 -3.3069 -0.355
C -4.2005 3.0627 3.0616 -0.218
C -2.7794 0.0501 -2.3167 0.070
C 12.7265 -2.0891 1.3326 0.594
C -9.2589 0.1263 2.1152 0.587
C 6.8143 -0.0066 -1.1106 0.635
C -2.7711 1.2991 -3.1731 -0.385
C -1.9766 -3.1913 -0.7449 0.659
C 6.3143 1.4694 -1.1099 0.605
C -0.6185 -4.4438 0.5504 -0.217
C -7.6302 0.8851 3.5023 -0.063
C -1.2075 -3.3153 1.3746 -0.358
C -6.6760 0.2008 -0.7148 -0.246
C -6.6233 0.3614 -2.9726 0.510
C 5.1367 1.7814 -2.0760 0.389
C 10.7153 -2.1918 0.3029 -0.258
C 2.2533 -5.9397 -1.2272 0.608
C -8.9382 0.7655 4.2586 -0.339
H 0.0947 2.9463 0.9729 0.082
H -8.9788 -0.1235 4.8883 0.250
H -2.5183 1.9966 3.9530 0.262
H 11.2814 -0.1121 -0.0301 0.258
H -6.4923 -0.5727 0.0203 0.349
H -6.7840 0.4551 4.0275 0.186
H -4.1704 2.3770 2.2223 0.229
H -2.0246 -3.6451 2.0184 0.251
H -0.6746 -5.4125 1.0383 0.359
H 1.7374 -4.6492 -3.6621 0.247
H -0.4722 -2.7848 1.9726 0.305
H -6.3856 1.1685 -0.2987 0.219
H -4.3973 4.0715 2.6975 0.249
H -2.2966 -0.7972 -2.7818 0.384
H 2.6252 -6.8455 -4.2029 0.308
H 4.0107 3.2489 0.8322 0.240
H 1.5348 4.2730 -1.7614 0.410
H 10.3602 -2.2474 -0.7224 0.273
H 1.3764 -7.6679 -3.2450 0.260
H 0.2155 -5.5607 -3.5798 0.335
H -3.6712 1.4184 -3.7700 0.297
H -2.2093 3.7224 3.6836 0.283
H 10.1256 -0.3352 1.2994 0.228
H -8.7607 0.8826 -0.7393 0.302
H 10.0232 -2.7308 0.9520 0.272
H -8.5402 -0.7889 -1.2663 0.244
H 0.4104 -4.2534 0.2558 0.153
H -9.1732 1.6395 4.8576 0.305
H 0.7870 1.1105 -0.1770 0.035
H -3.7784 -0.2290 -2.0039 0.051
H 3.2727 4.2605 -2.1633 0.392
H -7.3947 1.9095 3.2276 0.216
H -1.8956 1.3618 -3.8206 0.285

=====

[2]
65
Properties=species:S:1:pos:R:3:mulliken_spin:R:1 method="wB97M-V/def2-TZVPD" de_lowest_kcal_mol=2.1 orbital_gap_ev="7.637 / 7.940" total_charge=+1 fmax_ev_per_a=0.1 multiplicity=5 e_lumo_ha="-0.1304 / -0.1299"
Mn -0.3677 0.2542 -0.9022 4.241
O 0.5061 -0.5404 -2.6344 0.015
O 0.4271 2.1757 -1.0359 0.024
O -1.4343 1.6830 -2.0606 0.031
N 1.4493 -0.3967 0.2938 0.032
N 0.0209 -1.6230 -4.5343 0.005
N -0.9632 0.2607 1.1628 -0.013
C 4.0737 -2.3039 -1.4459 -0.003
C 2.7093 -0.7031 -0.3156 0.028
C -0.5257 3.8863 -2.4231 -0.001
C -0.3216 -1.1483 -3.3419 -0.012
C 3.6831 0.2863 -0.4571 -0.015
C -4.4104 -0.5551 2.2300 0.000
C 1.3349 -0.2325 1.5481 0.055
C -3.0611 -0.7102 1.9377 -0.033
C -2.9318 1.6837 1.4486 -0.044
C 1.8136 -3.0394 -0.6146 0.003
C -2.1689 2.9106 1.0270 0.018
C 2.4368 -0.3707 2.5482 0.001
C 3.5060 1.6785 0.0859 0.000
C -2.4185 -2.0653 2.0832 0.003
C -1.6954 -1.2457 -1.3131 -0.379
C -4.2815 1.7925 1.7694 -0.001
C -1.7243 -1.3123 -2.8329 0.039
C -0.2903 0.1522 3.5208 -0.003
C -0.5130 2.5194 -1.8213 -0.017
C 2.8812 -1.9992 -0.8056 -0.026
C -0.0621 0.0842 2.0475 0.033
C 5.0570 -1.3401 -1.6079 0.003
C 4.8578 -0.0613 -1.1192 -0.002
C -5.0201 0.6863 2.1485 0.002
C -2.3429 0.4230 1.5415 0.051
H -2.4897 3.7694 1.6154 0.000
H 2.6448 0.5930 3.0178 0.001
H -1.5868 -2.2120 1.3949 0.001
H -1.2944 0.4972 3.7507 -0.001
H 0.9536 -1.4599 -4.8795 0.000
H -1.0913 2.8034 1.1365 0.002
H 0.8592 -2.6977 -1.0191 0.009
H 5.6247 0.6924 -1.2481 0.000
H -2.0392 -2.2137 3.0972 0.000
H -3.1500 -2.8505 1.8988 0.000
H -4.7524 2.7665 1.7171 0.000
H -0.6365 -2.1166 -5.1119 -0.002
H -2.6431 -0.9461 -0.8681 -0.006
H 2.4867 2.0416 -0.0313 0.001
H 5.9799 -1.5883 -2.1147 0.000
H -2.3774 3.1367 -0.0209 -0.002
H 3.7743 1.7237 1.1448 0.000
H -0.7119 4.6124 -1.6298 0.001
H -2.1887 -2.2269 -3.2110 -0.018
H -1.3219 -2.1633 -0.8579 -0.030
H 4.2298 -3.3080 -1.8205 0.000
H -4.9840 -1.4227 2.5317 0.000
H -0.1432 -0.8325 3.9698 0.001
H -1.2999 3.9698 -3.1797 -0.001
H 1.6551 -3.2656 0.4427 0.000
H 0.4537 4.1081 -2.8437 0.001
H 4.1659 2.3687 -0.4372 0.000
H 3.3454 -0.7294 2.0719 0.000
H 2.1474 -1.0597 3.3422 0.001
H -6.0702 0.7909 2.3854 0.000
H 0.4388 0.8218 3.9782 0.003
H -2.2887 -0.4654 -3.2341 -0.001
H 2.0858 -3.9668 -1.1150 0.000

=====

[3]
65
Properties=species:S:1:pos:R:3:mulliken_charge:R:1 method="wB97M-V/def2-TZVPD" de_lowest_kcal_mol=44.0 orbital_gap_ev=8.427 total_charge=0 smiles="CCCCOc1ccc(C(=O)N2CCN(CC(=O)Nc3ccc(C)cc3)CC2)cc1OC" fmax_ev_per_a=0.6 e_lumo_ha=0.0188
O 2.5601 1.8841 -2.5150 -0.690
O 2.5643 -2.0205 -1.4067 -0.628
O -1.1473 3.0927 1.8172 -0.490
O -2.8047 1.3925 0.8172 -0.396
N 3.4557 1.4659 -0.4903 0.164
N 1.9653 -1.9955 0.7915 -0.009
N 4.9959 -0.7404 0.2727 0.216
C -0.1559 -1.8657 1.8969 -0.689
C 1.0419 1.5543 -0.7273 -0.648
C -0.6542 2.3198 0.8063 0.474
C 4.7828 1.3464 -1.0542 -1.094
C 0.1423 0.6605 -1.2780 -1.108
C 4.3262 -2.0248 0.2394 -1.580
C 2.4027 1.6476 -1.3317 0.040
C -0.3107 4.0717 2.3765 -0.981
C -5.4250 0.5965 -1.8163 -0.639
C 4.5543 0.1893 1.2827 -1.347
C -3.6417 -2.9640 0.9296 -1.537
C -1.1514 0.5789 -0.7883 0.027
C 0.5710 -2.1471 0.7432 0.945
C -3.8459 0.6833 0.1786 -0.241
C -1.5156 -2.0969 1.9397 -0.761
C 3.3327 1.0442 0.8885 -0.169
C -4.8780 -0.6294 -2.5393 -0.773
C 0.6350 2.3897 0.3130 0.301
C -2.1844 -2.6219 0.8400 0.655
C -4.3418 1.3897 -1.0860 -0.290
C -0.0952 -2.6261 -0.3780 -0.586
C 2.8643 -2.0135 -0.2336 0.866
C 5.2005 -0.1251 -1.0412 -0.592
C -1.5680 1.3943 0.2509 0.867
C -1.4564 -2.8615 -0.3184 -0.629
H 0.3512 -1.4760 2.7693 0.353
H 0.5679 3.6275 2.8583 0.359
H 2.4019 0.4839 1.0088 0.266
H -1.8263 -0.1314 -1.2353 0.506
H -4.7331 2.3667 -0.7953 0.343
H 4.3989 -2.4682 1.2374 0.450
H -4.1061 -0.3385 -3.2483 0.276
H -4.1778 -2.2389 1.5382 0.350
H -0.9134 4.5775 3.1294 0.254
H 5.4816 1.9676 -0.4864 0.333
H -3.7594 -3.9428 1.3967 0.441
H 3.2906 1.9180 1.5542 0.393
H 0.4578 0.0226 -2.0879 0.402
H -4.4503 -1.3413 -1.8381 -0.011
H -6.1929 0.2896 -1.1024 0.291
H -5.8987 1.2516 -2.5501 0.352
H 4.7334 1.7101 -2.0816 0.491
H -5.6733 -1.1308 -3.0862 0.398
H 4.3341 -0.3601 2.2011 0.426
H 4.8830 -2.6567 -0.4585 0.422
H -1.9581 -3.2548 -1.1913 0.331
H -4.6479 0.6480 0.9217 0.470
H 0.0176 4.8005 1.6278 0.359
H 4.6081 -0.6522 -1.7935 0.346
H 5.3984 0.8530 1.4986 0.362
H -2.0639 -1.8797 2.8446 0.390
H 2.3362 -1.8972 1.7267 0.298
H 1.3322 3.1130 0.7052 0.601
H -3.5299 -0.3412 -0.0399 -0.294
H -4.0990 -3.0104 -0.0563 0.299
H 0.4542 -2.8241 -1.2827 0.479
H 6.2616 -0.2137 -1.3063 0.366
H -3.4976 1.5597 -1.7573 0.216